# 1
A single C4H12N2 molecule in a non-equilibrium geometry. Source: the OMol25 dataset; level of theory: the ωB97M-V functional and the def2-TZVPD basis.

CARTESIAN COORDINATES (ANGSTROEM)
N1 -0.035 -0.420 1.574
C1 0.367 2.406 0.310
C2 0.339 1.107 -0.481
C3 -0.312 -0.099 0.196
C4 0.061 -1.425 -0.709
N2 -0.890 -2.500 -0.560
H1 0.875 -0.838 1.669
H2 -0.061 0.372 2.207
H3 0.518 3.283 -0.371
H4 -0.606 2.614 0.811
H5 1.151 2.399 1.076
H6 1.389 0.775 -0.690
H7 -0.048 1.168 -1.519
H8 -1.340 -0.057 -0.194
H9 0.037 -1.086 -1.764
H10 1.081 -1.784 -0.578
H11 -1.336 -2.770 0.315
H12 -1.192 -3.145 -1.293

Cartesian forces (eV/Å) of the 3 atoms listed first:
-0.62 0.44 0.21
-0.75 0.92 -0.44
1.88 -0.91 -0.44

Properties
calculated total energy	-7321.9246	eV
Kohn-Sham gap	0.350	Ha
SMILES string	CC[C@H](N)CN
highest occupied orbital energy	-8.394	eV

=====

# 2
A molecular structure, ClH10O5Zn in a non-equilibrium geometry. Source: the OMol25 dataset; level of theory: the ωB97M-V functional and the def2-TZVPD basis.

CARTESIAN COORDINATES (ANGSTROEM)
Zn1 0.292 0.258 -0.068
Cl1 2.585 1.006 -0.362
O1 0.790 -1.769 -0.127
H1 1.482 -2.305 0.260
H2 0.293 -2.376 -0.675
O2 -0.447 2.108 0.404
H3 -1.114 2.698 0.053
H4 0.117 2.671 0.934
O3 0.559 -0.067 1.956
H5 1.278 0.138 2.555
H6 -0.062 -0.564 2.488
O4 0.144 0.003 -2.249
H7 -0.660 -0.422 -2.548
H8 0.760 -0.111 -2.973
O5 -1.641 -0.300 0.052
H9 -2.428 0.234 0.158
H10 -1.948 -1.202 0.140

Cartesian forces (eV/Å) of the 3 atoms listed first:
2.89 0.79 -0.81
-1.25 -0.33 0.30
-0.58 -0.75 -0.16

Properties
calculated total energy	-71336.3382	eV
Kohn-Sham gap	0.305	Ha
net charge	+1
highest occupied orbital energy	-12.234	eV

=====

# 3
2 unconnected molecules or ions with the total composition C9H7N3O2S in a non-equilibrium geometry. Source: the OMol25 dataset; level of theory: the ωB97M-V functional and the def2-TZVPD basis.

CARTESIAN COORDINATES (ANGSTROEM)
C1 2.449 -0.847 -1.849
C2 1.765 -1.728 -0.920
C3 2.386 0.503 -1.643
C4 1.213 -1.269 0.258
C5 1.782 1.052 -0.507
C6 1.184 0.111 0.431
C7 0.551 0.712 1.532
C8 -1.960 0.148 -0.328
C9 -2.647 -0.612 0.746
N1 -0.062 1.473 2.205
N2 -1.420 0.574 -1.258
N3 -3.370 0.215 1.537
O1 -0.858 0.886 -2.257
O2 -2.618 -1.798 0.918
S1 -1.125 2.248 3.037
H1 2.779 -1.182 -2.801
H2 1.833 -2.812 -1.110
H3 2.582 1.233 -2.364
H4 0.511 -1.926 0.619
H5 1.898 2.023 -0.239
H6 -3.079 1.089 1.545
H7 -3.795 -0.092 2.448

Cartesian forces (eV/Å) of the 3 atoms listed first:
-1.38 -0.99 0.86
1.91 0.10 -0.30
-1.42 1.09 1.92

Properties
calculated total energy	-28839.2226	eV
Kohn-Sham gap (alpha / beta)	0.228 / 0.231	Ha
spin multiplicity	3
expectation value of S²	2.039
highest occupied orbital energy (alpha / beta)	-5.754 / -9.327	eV

=====

> Look up the calculated total energy of the second one.

-71336.3382 eV

=====

> Which formula does entry 2 have?

ClH10O5Zn

=====

What did the second record say?
A molecular structure, ClH10O5Zn in a non-equilibrium geometry. Source: the OMol25 dataset; level of theory: the ωB97M-V functional and the def2-TZVPD basis.

CARTESIAN COORDINATES (ANGSTROEM)
Zn1 0.292 0.258 -0.068
Cl1 2.585 1.006 -0.362
O1 0.790 -1.769 -0.127
H1 1.482 -2.305 0.260
H2 0.293 -2.376 -0.675
O2 -0.447 2.108 0.404
H3 -1.114 2.698 0.053
H4 0.117 2.671 0.934
O3 0.559 -0.067 1.956
H5 1.278 0.138 2.555
H6 -0.062 -0.564 2.488
O4 0.144 0.003 -2.249
H7 -0.660 -0.422 -2.548
H8 0.760 -0.111 -2.973
O5 -1.641 -0.300 0.052
H9 -2.428 0.234 0.158
H10 -1.948 -1.202 0.140

Cartesian forces (eV/Å) of the 3 atoms listed first:
2.89 0.79 -0.81
-1.25 -0.33 0.30
-0.58 -0.75 -0.16

Properties
calculated total energy	-71336.3382	eV
Kohn-Sham gap	0.305	Ha
net charge	+1
highest occupied orbital energy	-12.234	eV

=====

> Number 3 is which compound?

C9H7N3O2S